1.
100
Properties=species:S:1:pos:R:3:mulliken_charge:R:1 method="wB97M-V/def2-TZVPD" homo_lumo_gap_ev="5.2 / 5.2" total_charge=+3 e_homo_ha="-0.5984 / -0.5984" multiplicity=1 e_lumo_ha="-0.4088 / -0.4088"
C -1.172 2.873 1.474 0.332
C -2.063 0.731 1.219 -1.472
C -2.379 3.292 2.033 -0.836
C -3.221 1.029 1.941 -0.618
C -3.381 2.364 2.321 -0.824
H -2.492 4.356 2.221 0.571
H -3.955 0.252 2.124 0.555
H -4.306 2.678 2.810 0.471
N -0.981 1.563 1.292 0.087
P 1.364 2.792 0.285 0.905
P -1.315 -3.299 -0.624 0.255
C -0.096 3.797 0.985 -1.708
H -0.487 4.469 0.191 0.642
H 0.183 4.461 1.817 0.748
C 1.335 -1.187 -1.345 0.335
O 1.745 -1.884 -2.190 -0.304
C -1.926 -0.239 0.142 -0.413
H -1.947 -1.316 0.391 0.525
C -3.209 -3.616 -0.659 2.407
C -0.242 -4.419 0.409 1.768
C 1.698 3.400 -1.485 1.629
C 2.631 3.304 1.580 1.542
C -3.589 -3.216 -2.096 -2.234
H -3.108 -3.851 -2.855 0.494
H -4.681 -3.265 -2.233 0.440
H -3.263 -2.184 -2.308 0.648
C -3.635 -5.045 -0.279 -1.724
H -3.043 -5.838 -0.748 0.314
H -3.585 -5.177 0.810 0.444
H -4.691 -5.183 -0.560 0.474
C -3.944 -2.711 0.339 -1.624
H -5.032 -2.821 0.201 0.527
H -3.682 -2.977 1.375 0.375
H -3.720 -1.654 0.197 0.259
C 0.099 -5.598 -0.525 -1.615
H 0.666 -5.229 -1.393 0.445
H 0.720 -6.340 -0.011 0.466
H -0.790 -6.112 -0.918 0.344
C 1.022 -3.661 0.823 -1.888
H 1.503 -3.129 -0.003 0.382
H 0.793 -2.910 1.594 0.349
H 1.744 -4.366 1.260 0.645
C -1.015 -4.726 1.692 -1.727
H -1.766 -5.511 1.577 0.374
H -0.316 -5.013 2.488 0.476
H -1.519 -3.804 2.035 0.357
C 3.995 2.693 1.215 -1.560
H 4.706 2.931 2.021 0.562
H 3.965 1.599 1.111 0.176
H 4.402 3.116 0.285 0.285
C 2.169 2.801 2.966 -1.422
H 1.258 3.307 3.305 0.254
H 1.984 1.720 3.017 0.222
H 2.963 3.025 3.695 0.685
C 2.777 4.837 1.684 -1.431
H 3.314 5.062 2.618 0.540
H 3.362 5.262 0.863 0.359
H 1.818 5.365 1.731 0.265
C 0.388 3.384 -2.286 -1.708
H -0.397 3.993 -1.821 0.331
H 0.591 3.798 -3.284 0.716
H 0.004 2.366 -2.441 0.330
C 2.724 2.482 -2.176 -1.409
H 2.350 1.461 -2.342 0.227
H 2.932 2.912 -3.165 0.608
H 3.674 2.418 -1.629 0.237
C 2.234 4.833 -1.435 -1.728
H 1.593 5.502 -0.843 0.301
H 3.263 4.873 -1.056 0.350
H 2.255 5.219 -2.463 0.555
Hf 0.476 0.374 -0.001 2.037
N -0.651 0.386 -1.693 -1.134
C -1.854 0.224 -1.133 1.049
C -3.050 0.793 -1.897 2.038
C -4.372 0.195 -1.447 -1.247
C -3.049 2.284 -1.537 -1.494
C -2.825 0.523 -3.381 -1.428
H -4.415 -0.877 -1.657 0.106
H -4.555 0.369 -0.380 0.218
H -5.214 0.641 -1.991 0.559
H -2.060 2.718 -1.769 0.018
H -3.835 2.837 -2.069 0.611
H -3.198 2.395 -0.447 0.312
H -3.597 0.995 -3.999 0.453
H -1.843 0.898 -3.697 0.244
H -2.834 -0.550 -3.609 0.255
N 2.175 -0.481 1.518 -1.095
C 3.386 -1.220 1.136 0.153
C 3.832 -2.225 1.995 -0.551
C 4.916 -3.008 1.611 -0.683
C 5.566 -2.766 0.394 -0.685
C 5.136 -1.721 -0.426 -0.998
C 4.053 -0.916 -0.046 0.150
H 1.695 -1.049 2.221 0.440
H 2.477 0.329 2.078 -0.063
H 3.322 -2.389 2.951 0.524
H 5.264 -3.809 2.262 0.467
H 6.412 -3.383 0.091 0.452
H 5.649 -1.519 -1.367 0.451
H 3.713 -0.087 -0.679 0.501


2.
36
Properties=species:S:1:pos:R:3:nbo_charge:R:1 method="wB97M-V/def2-TZVPD" homo_lumo_gap_ev=12.0 e_homo_ha=-0.4283 multiplicity=1 e_lumo_ha=0.0124 de_lowest_ev=0.000
C 1.612 -2.488 1.053 -0.726
C 2.164 -3.012 2.300 0.303
N 2.570 -3.409 3.295 -0.354
H 1.324 -3.286 0.374 0.265
H 2.365 -1.872 0.562 0.251
H 0.759 -1.871 1.329 0.259
C -1.065 -2.724 5.627 -0.729
C -1.212 -2.496 4.202 0.334
N -1.271 -2.329 3.071 -0.388
H -0.524 -3.664 5.770 0.266
H -2.016 -2.846 6.139 0.256
H -0.467 -1.930 6.068 0.263
C -1.267 3.962 0.288 -0.723
C -1.108 4.400 1.664 0.286
N -0.975 4.723 2.756 -0.331
H -1.744 4.715 -0.334 0.253
H -1.863 3.054 0.233 0.267
H -0.274 3.730 -0.100 0.247
C -1.679 -1.017 -0.070 -0.743
C -1.658 0.183 -0.894 0.341
N -1.641 1.134 -1.545 -0.415
H -1.034 -1.772 -0.510 0.280
H -2.714 -1.306 0.107 0.265
H -1.323 -0.781 0.936 0.273
C 0.485 3.024 -3.291 -0.724
C 1.928 2.790 -3.292 0.288
N 3.055 2.581 -3.294 -0.345
H 0.021 2.365 -4.019 0.255
H 0.273 4.070 -3.493 0.255
H 0.107 2.762 -2.306 0.271
C 1.392 -0.773 -4.056 -0.729
C 0.812 -1.806 -3.209 0.317
N 0.376 -2.616 -2.524 -0.370
H 0.613 -0.384 -4.714 0.253
H 2.197 -1.153 -4.679 0.262
H 1.779 0.043 -3.447 0.268


3.
8
Properties=species:S:1:pos:R:3:nbo_charge:R:1 method="wB97M-V/def2-TZVPD" homo_lumo_gap_ev="9.4 / 9.4" e_homo_ha="-0.3526 / -0.3526" multiplicity=1 e_lumo_ha="-0.0070 / -0.0070" de_lowest_ev=3.147
C 0.628 -1.263 -0.155 0.604
C 0.660 1.070 -0.075 0.487
N -0.605 -1.247 0.009 -0.320
N -0.554 1.200 0.021 -0.338
N -1.257 0.021 -0.038 -0.273
F 1.609 -2.087 -0.221 -0.258
F 1.567 2.035 -0.222 -0.304
H -2.048 0.271 0.680 0.402


4.
7
Properties=species:S:1:pos:R:3:nbo_charge:R:1 method="wB97M-V/def2-TZVPD" homo_lumo_gap_ev=9.2 e_homo_ha=-0.3415 multiplicity=1 e_lumo_ha=-0.0026 de_lowest_ev=3.203
C 0.227 0.579 0.271 -0.794
P -0.909 -0.888 0.053 0.287
I 2.372 0.355 -0.060 0.120
H -0.064 1.383 -0.245 0.174
H 0.224 0.901 1.818 0.227
H -1.779 -0.539 -1.024 -0.015
H -0.071 -1.792 -0.814 0.002